Record 1
The following is a DFT calculation (ωB97M-V/def2-TZVPD) of 2 unconnected molecules or ions with the total composition C6H11NO at a distorted geometry.

```
19
Properties=species:S:1:pos:R:3
C 2.078 -0.774 -0.785
C 1.775 0.599 -0.142
C 0.315 0.590 0.290
C -0.471 -0.152 1.216
C -1.765 0.504 1.333
N -1.815 1.490 0.316
C -0.510 1.563 -0.210
H 3.102 -0.913 -0.765
H 1.677 -1.645 -0.341
H 1.678 -0.837 -1.874
H 2.491 0.873 0.740
H 1.974 1.441 -0.889
H -0.306 -1.107 1.801
H -2.647 0.411 2.005
H -2.291 2.310 0.289
H -0.223 2.344 -0.849
O -0.165 -2.823 -1.231
H 0.586 -2.587 -1.852
H -0.560 -2.111 -0.833
```

## Properties
- HOMO level (eV) = -8.23
- LUMO level (Ha) = 0.03458

For reference, the Löwdin charges in units of e are: C -0.12; C -0.19; C -0.29; C -0.06; C -0.08; N 0.03; C -0.10; H 0.04; H 0.04; H 0.11; H 0.14; H 0.12; H 0.12; H 0.11; H 0.09; H 0.10; O -0.05; H 0.06; H -0.04

---

Record 2
The following is a DFT calculation (ωB97M-V/def2-TZVPD) of a molecular structure, C42H45F3N2O2S4Zr.

```
99
Properties=species:S:1:pos:R:3
Zr 0.792 -0.823 -0.497
C -3.753 0.131 1.304
C -2.504 -0.135 2.108
C -1.370 0.682 1.929
C -1.558 1.906 1.059
C -0.226 0.460 2.712
C 0.873 1.487 2.866
C -0.202 -0.631 3.603
C 1.009 -0.856 4.475
C -1.344 -1.406 3.807
C -1.308 -2.521 4.825
C -2.525 -1.108 3.105
C -3.840 -1.750 3.475
H -4.377 0.895 1.778
H -4.362 -0.766 1.204
H -3.524 0.484 0.300
H -1.766 1.630 0.022
H -0.696 2.559 1.046
H -2.418 2.481 1.406
H 0.914 1.806 3.909
H 0.717 2.364 2.253
H 1.858 1.093 2.613
H 1.149 -1.902 4.739
H 0.899 -0.307 5.415
H 1.930 -0.510 4.010
H -1.247 -2.128 5.843
H -0.431 -3.158 4.686
H -2.183 -3.160 4.774
H -4.098 -2.597 2.832
H -4.650 -1.028 3.388
H -3.844 -2.104 4.501
C 2.335 -4.009 0.938
C 1.574 -4.427 -0.325
S 1.556 -3.235 -1.675
C 3.346 -3.151 -2.041
C 3.859 -1.764 -2.369
S 3.389 -0.417 -1.267
C 4.358 -0.568 0.247
C 4.149 -1.823 1.073
S 2.388 -2.234 1.366
H 3.378 -4.316 0.883
H 1.912 -4.536 1.793
H 0.522 -4.621 -0.125
H 1.995 -5.359 -0.704
H 3.518 -3.804 -2.898
H 3.865 -3.592 -1.194
H 3.476 -1.426 -3.332
H 4.948 -1.780 -2.443
H 4.074 0.331 0.799
H 5.417 -0.468 0.005
H 4.612 -1.712 2.053
H 4.611 -2.682 0.591
O -0.585 -1.517 -4.118
S -0.334 -0.496 -3.160
O 1.081 -0.376 -2.664
N -0.952 -0.743 -1.697
C -2.113 -1.506 -1.469
C -3.260 -1.496 -2.213
C -4.322 -2.358 -1.870
C -4.215 -3.209 -0.805
C -3.039 -3.222 -0.018
C -2.852 -4.085 1.085
C -1.704 -3.982 1.820
C -0.735 -3.040 1.450
N -0.806 -2.275 0.371
C -1.989 -2.350 -0.348
C -0.863 1.045 -3.787
C -1.221 1.119 -5.127
C -1.621 2.343 -5.637
C -1.657 3.462 -4.816
C -1.293 3.370 -3.476
C -0.891 2.156 -2.949
H -3.351 -0.837 -3.067
H -5.223 -2.346 -2.467
H -5.023 -3.881 -0.547
H -3.622 -4.800 1.345
H -1.532 -4.590 2.697
H 0.137 -2.942 2.080
H -1.190 0.235 -5.750
H -1.906 2.421 -6.678
H -1.972 4.414 -5.220
H -1.320 4.245 -2.841
H -0.594 2.076 -1.912
F 3.297 8.064 -2.666
C 2.265 7.880 -1.834
F 2.434 8.686 -0.781
F 1.153 8.280 -2.477
C 2.138 6.433 -1.422
C 2.403 5.441 -2.358
C 2.236 4.113 -2.014
C 1.799 3.778 -0.728
C 1.543 4.782 0.207
C 1.714 6.110 -0.142
C 1.575 2.406 -0.398
C 1.297 1.242 -0.161
H 2.745 5.711 -3.348
H 2.438 3.329 -2.731
H 1.214 4.521 1.204
H 1.522 6.894 0.578
```

## Properties
- HOMO level (eV) = -13.17
- net charge = +2
- LUMO level (Ha) = -0.21925

For reference, the Löwdin charges in units of e are: Zr 1.39; C -0.03; C -0.19; C -0.18; C -0.04; C -0.19; C -0.04; C -0.21; C -0.05; C -0.20; C -0.03; C -0.18; C -0.02; H 0.11; H 0.07; H 0.07; H 0.06; H 0.04; H 0.10; H 0.10; H 0.04; H 0.07; H 0.07; H 0.11; H 0.06; H 0.11; H 0.08; H 0.07; H 0.08; H 0.09; H 0.08; C -0.44; C -0.47; S 0.91; C -0.43; C -0.45; S 0.91; C -0.46; C -0.44; S 0.88; H 0.08; H 0.09; H 0.07; H 0.10; H 0.10; H 0.07; H 0.09; H 0.11; H 0.08; H 0.10; H 0.10; H 0.07; O -0.22; S 0.66; O -0.53; N -0.26; C -0.26; C 0.02; C -0.02; C 0.00; C -0.14; C 0.03; C -0.02; C -0.16; N 0.00; C -0.16; C -0.29; C -0.04; C -0.04; C -0.03; C -0.04; C -0.05; H 0.13; H 0.12; H 0.13; H 0.14; H 0.13; H 0.07; H 0.12; H 0.12; H 0.12; H 0.12; H 0.08; F 0.16; C -0.59; F 0.16; F 0.15; C -0.10; C 0.01; C -0.01; C -0.23; C 0.00; C 0.02; C -0.10; C -0.22; H 0.13; H 0.12; H 0.12; H 0.13

---

Record 3
The following is a DFT calculation (ωB97M-V/def2-TZVPD) of 2 unconnected molecules or ions with the total composition C6H8N at a distorted geometry.

```
15
Properties=species:S:1:pos:R:3
C 0.133 1.831 0.814
C -0.325 2.560 -0.176
C 0.080 0.433 0.748
C -0.423 1.523 -1.173
C 0.628 -1.070 2.211
C -0.268 -1.086 -1.174
N -0.155 0.232 -0.516
H -1.318 1.674 -1.838
H 0.392 1.754 -1.868
H -0.161 -1.737 2.366
H 0.672 -0.398 3.055
H 1.518 -1.614 1.703
H -0.771 -0.854 -2.154
H -0.810 -1.783 -0.563
H 0.809 -1.466 -1.436
```

## Properties
- HOMO level (alpha / beta) (eV) = -15.04 / -14.82
- net charge = +1
- LUMO level (alpha / beta) (Ha) = -0.21845 / -0.23120

For reference, the Löwdin charges in units of e are: C 0.15; C 0.12; C -0.02; C -0.17; C 0.20; C 0.02; N -0.13; H 0.17; H 0.16; H 0.01; H 0.04; H 0.10; H 0.12; H 0.09; H 0.14

---

| no. | molecular weight (g/mol) | total energy (eV) |
| --- | --- | --- |
| 1 | 113.2 | -9936.4126 |
| 2 | 886.3 | -104123.3423 |
| 3 | 94.1 | -7826.6677 |